[1]
DFT (the ωB97M-V functional and the def2-TZVPD basis) results for a cluster of 2 separate species, CH6NPS in total at a distorted geometry.

Values from the calculation:
- maximum force (Eh/bohr) = 0.0489
- gap between HOMO and LUMO (alpha / beta) (eV) = 8.165 / 7.633
- total energy (eV) = -22745.5771
- lowest unoccupied orbital energy (alpha / beta) (eV) = -0.83 / -0.74
- energy above the lowest of the compared OMol25 structures with the same formula, charge and spin (kJ/mol) = 308.95

Structure (XYZ):
```
10
Properties=species:S:1:pos:R:3:lowdin_charge:R:1
C 0.98620 -0.80284 0.06801 -0.323
N -0.34487 0.97759 1.68511 -0.258
P -0.43106 0.33694 0.28492 0.295
S -0.52303 1.64129 -1.37781 0.395
H 1.93776 -0.28011 -0.01332 0.042
H 0.97949 -1.43491 0.95206 0.036
H 0.79957 -1.41503 -0.81238 0.016
H -0.88054 1.80573 1.88838 -0.022
H -1.78792 -1.49066 -0.42842 0.022
H -0.73561 0.66200 -2.24655 -0.203
```


[2]
DFT (the ωB97M-V functional and the def2-TZVPD basis) results for a cluster of 2 separate species, C3H4IO2 in total at a distorted geometry.

Values from the calculation:
- maximum force (Eh/bohr) = 0.0846
- net charge = -1
- gap between HOMO and LUMO (eV) = 5.259
- total energy (eV) = -15371.1120
- lowest unoccupied orbital energy (eV) = 3.41
- energy above the lowest of the compared OMol25 structures with the same formula, charge and spin (kJ/mol) = 152.65

Structure (XYZ):
```
10
Properties=species:S:1:pos:R:3:lowdin_charge:R:1
C 0.36574 2.08421 0.01479 -0.516
C -0.78396 -0.76193 -0.28559 -0.403
C 0.43213 -0.67394 0.58987 -0.758
O 0.93261 2.42186 0.98314 0.136
O -0.14636 1.88541 -0.97500 0.161
I 2.20843 -1.77867 -0.23794 0.289
H -1.56142 -0.01259 0.10998 0.071
H -0.66163 -0.31674 -1.31925 0.036
H -1.06940 -1.83047 -0.52395 0.033
H 0.28386 -1.01715 1.64396 -0.049
```


[3]
DFT (the ωB97M-V functional and the def2-TZVPD basis) results for an isolated molecule of C18H21N5O3S2 at a distorted geometry.

Values from the calculation:
- maximum force (Eh/bohr) = 0.0609
- gap between HOMO and LUMO (eV) = 8.365
- total energy (eV) = -54270.5107
- SMILES string = CCc1ccc(Nc2nnc(SCC(=O)NC(=O)CN3CCCC3=O)s2)cc1
- lowest unoccupied orbital energy (eV) = 0.23
- energy above the lowest of the compared OMol25 structures with the same formula, charge and spin (kJ/mol) = 0.00

Structure (XYZ):
```
49
Properties=species:S:1:pos:R:3:lowdin_charge:R:1
C 3.04289 3.86886 -5.30579 -0.104
C 3.60369 3.45269 -3.93501 -0.218
C 3.17339 2.03381 -3.54022 -0.240
C 3.62235 0.91629 -4.28778 -0.035
C 3.21898 -0.37015 -3.93752 -0.022
C 2.33855 -0.57247 -2.84546 -0.269
N 1.94648 -1.86625 -2.60745 0.043
C 1.66910 -2.39439 -1.32413 -0.610
N 1.85091 -1.83786 -0.16761 0.037
N 1.53303 -2.69877 0.86152 -0.090
C 1.12753 -3.88075 0.48439 -0.927
S 0.41594 -5.05029 1.60360 0.914
C 0.48179 -4.18049 3.23145 -0.331
C -0.65864 -3.17215 3.38993 -0.477
O -1.43959 -3.32291 4.33367 0.059
N -0.78238 -2.13671 2.50882 0.165
C -1.73024 -1.14036 2.43806 -0.357
O -1.64239 -0.37638 1.46803 0.076
C -2.71592 -0.86828 3.59278 -0.024
N -3.56835 0.36302 3.44205 -0.042
C -4.84870 0.35230 2.73454 -0.129
C -4.78567 1.70431 1.96142 -0.171
C -3.96839 2.61541 2.82682 -0.099
C -3.02499 1.63059 3.46171 -0.454
O -1.92293 1.91950 3.92975 0.055
S 1.11441 -4.02979 -1.26393 1.047
C 1.96302 0.54719 -2.09378 -0.012
C 2.40010 1.83790 -2.41223 -0.031
H 3.50571 3.29596 -6.12594 0.069
H 3.24804 4.95380 -5.47134 0.076
H 1.95471 3.70565 -5.27310 0.080
H 4.69128 3.45955 -3.85730 0.107
H 3.23462 4.13532 -3.15781 0.104
H 4.32892 1.01012 -5.10430 0.110
H 3.65553 -1.22753 -4.43770 0.106
H 1.95556 -2.52047 -3.37001 0.125
H 1.42619 -3.66470 3.25203 0.076
H 0.45166 -4.93841 4.01258 0.090
H -0.08411 -2.06403 1.76771 0.107
H -3.37638 -1.73155 3.73278 0.127
H -2.10384 -0.74890 4.51797 0.144
H -4.95944 -0.50685 2.07203 0.121
H -5.65721 0.36493 3.46286 0.114
H -4.25578 1.60014 1.01053 0.116
H -5.78287 2.05851 1.69621 0.107
H -4.54436 3.16247 3.56021 0.121
H -3.40111 3.33345 2.19461 0.137
H 1.30633 0.38550 -1.24870 0.102
H 1.99258 2.59315 -1.78096 0.107
```


[4]
DFT (the ωB97M-V functional and the def2-TZVPD basis) results for a structure of composition C15H22AgO5.

Values from the calculation:
- maximum force (Eh/bohr) = 0.0094
- net charge = +1
- gap between HOMO and LUMO (eV) = 6.275
- total energy (eV) = -30140.1570
- lowest unoccupied orbital energy (eV) = -5.70

Structure (XYZ):
```
43
Properties=species:S:1:pos:R:3:lowdin_charge:R:1
C 0.51957 2.05483 2.33580 -0.113
O 0.15324 3.23565 1.66249 -0.186
C 0.94176 3.52179 0.51874 -0.213
C 0.41585 2.84139 -0.75639 -0.172
C 1.38445 1.81011 -1.34296 -0.207
C 1.02747 1.21077 -2.71221 -0.197
C 0.18025 -0.06226 -2.68064 -0.194
C -1.27772 0.10749 -2.21154 -0.189
C -1.73130 -0.90655 -1.16382 -0.171
C -1.36963 -0.44392 0.26682 -0.114
C -1.08844 -1.57110 1.19908 -0.063
C 0.04683 -2.21838 1.48055 -0.042
C 1.39649 -1.94100 0.92604 -0.056
C 2.14845 -3.15071 0.39143 -0.223
O 1.95908 -4.27099 0.75022 0.104
C -0.24905 -3.24590 2.52532 -0.309
O 0.41864 -3.94520 3.18191 0.256
O -1.68023 -3.22785 2.70689 0.173
C -2.15989 -2.22900 1.98773 -0.393
O -3.34115 -1.93198 2.02191 0.008
H 1.27590 2.25324 3.10438 0.096
H -0.36926 1.64371 2.81969 0.088
H 0.92345 1.30082 1.64537 0.063
H 1.98112 3.21982 0.71114 0.123
H 0.93507 4.60644 0.41135 0.125
H -0.53739 2.38170 -0.48079 0.093
H 0.18921 3.59178 -1.51949 0.119
H 1.51857 0.99395 -0.61482 0.087
H 2.36643 2.28706 -1.42136 0.116
H 0.52403 1.96345 -3.33114 0.120
H 1.96156 0.97549 -3.22874 0.111
H 0.69694 -0.80606 -2.05685 0.095
H 0.16245 -0.49354 -3.68513 0.113
H -1.41751 1.10865 -1.79640 0.098
H -1.94756 0.05510 -3.07306 0.115
H -2.81648 -1.03418 -1.23048 0.109
H -1.28763 -1.88871 -1.36293 0.120
H -2.19989 0.13508 0.67954 0.134
H -0.50563 0.22448 0.23392 0.088
H 2.02350 -1.48238 1.70380 0.156
H 1.31640 -1.21563 0.11164 0.094
H 2.90819 -2.90234 -0.37380 0.134
Ag -5.39614 -2.55513 1.66680 0.905
```


[5]
DFT (the ωB97M-V functional and the def2-TZVPD basis) results for a cluster of 6 separate species, C30H30ClO10 in total at a distorted geometry.

Values from the calculation:
- maximum force (Eh/bohr) = 0.3665
- net charge = -1
- gap between HOMO and LUMO (eV) = 7.641
- total energy (eV) = -64587.0831
- lowest unoccupied orbital energy (eV) = 2.33
- energy above the lowest of the compared OMol25 structures with the same formula, charge and spin (kJ/mol) = 187.48

Structure (XYZ):
```
71
Properties=species:S:1:pos:R:3:lowdin_charge:R:1
Cl 0.03571 0.73010 -1.07442 -0.220
C -3.22196 -1.92077 2.78888 0.049
C -2.50833 -1.73908 1.36403 0.057
C -1.88299 -2.89408 1.07785 -0.268
C -2.07711 -4.19144 1.73233 -0.022
C -2.72240 -4.35692 2.90952 -0.012
C -3.38281 -3.14632 3.45609 -0.323
O -3.98968 -3.28734 4.63959 0.081
O -1.10595 -2.88071 -0.14189 -0.019
H -3.71716 -1.08096 3.23907 0.080
H -2.38201 -0.83208 0.95034 0.048
H -1.68766 -4.99430 1.19977 0.089
H -2.74889 -5.32194 3.34081 0.092
H -3.93492 -4.05640 5.05365 0.023
H -0.77550 -1.98959 -0.27830 0.024
C -3.50358 4.52374 -0.36687 0.016
C -4.85200 4.86734 0.25221 0.047
C -5.31424 3.98831 1.37555 -0.288
C -4.48392 2.99963 1.77506 -0.031
C -3.16169 2.71010 1.25540 0.036
C -2.71735 3.51370 0.19849 -0.349
O -1.48715 3.33364 -0.36902 -0.023
O -6.57087 4.26426 1.85934 0.137
H -3.07370 5.20273 -1.06829 0.090
H -5.49364 5.71232 -0.14692 0.104
H -4.91858 2.26131 2.33661 0.082
H -2.81734 1.81552 1.67630 0.085
H -1.49096 2.38538 -0.42077 -0.057
H -6.86696 4.84493 1.42930 -0.100
C 1.21918 1.89358 4.23825 -0.013
C 1.95557 3.06286 4.79399 0.004
C 2.57659 4.07091 3.95796 -0.283
C 2.49847 3.79464 2.50816 0.032
C 1.52586 2.74639 2.06977 0.009
C 0.97497 1.81238 2.93845 -0.434
O 0.10725 0.91500 2.44798 0.008
O 3.37396 5.14921 4.38121 -0.020
H 0.83224 1.17435 5.02697 0.134
H 2.02678 3.08806 5.76558 0.023
H 3.08796 4.58747 2.01368 0.103
H 1.38104 2.69325 0.99334 0.088
H 0.06086 1.11437 1.45392 0.032
H 3.49073 5.21898 5.36250 0.115
C 4.96388 -0.17529 0.85221 -0.017
C 3.66844 -0.56196 0.18579 0.017
C 3.77493 -1.55111 -0.83502 -0.324
C 4.98973 -2.31296 -0.89475 -0.021
C 6.14353 -1.88534 -0.30400 -0.007
C 6.20391 -0.77055 0.65329 -0.377
O 7.26325 -0.54311 1.34239 0.103
O 2.70059 -1.99105 -1.46898 0.059
H 4.62937 0.67236 1.50900 0.105
H 2.69491 -0.07249 0.48243 0.096
H 5.15275 -3.02214 -1.48296 0.028
H 6.92422 -2.64409 -0.42804 0.109
H 7.25532 0.06837 2.00683 0.070
H 1.98651 -1.40155 -1.28033 0.030
C -1.34598 -3.13754 -5.77885 0.069
C -0.69060 -3.52971 -7.13268 0.038
C 0.53020 -2.94996 -7.54266 -0.332
C 1.08891 -1.86424 -6.82259 -0.011
C 0.54891 -1.57478 -5.57590 -0.039
C -0.58182 -2.19115 -5.10716 -0.292
O -1.04143 -1.78702 -3.80378 -0.040
O 1.03376 -3.28983 -8.77192 0.063
H -2.21785 -3.43775 -5.49826 0.035
H -1.15129 -4.24707 -7.72758 0.065
H 1.98763 -1.40436 -7.42044 0.152
H 1.10861 -0.93909 -4.91346 0.118
H -0.54262 -1.23031 -3.13531 0.063
H 0.66440 -4.00879 -9.10275 0.012
```


Please write out number 4 again, unchanged.
DFT (the ωB97M-V functional and the def2-TZVPD basis) results for a structure of composition C15H22AgO5.

Values from the calculation:
- maximum force (Eh/bohr) = 0.0094
- net charge = +1
- gap between HOMO and LUMO (eV) = 6.275
- total energy (eV) = -30140.1570
- lowest unoccupied orbital energy (eV) = -5.70

Structure (XYZ):
```
43
Properties=species:S:1:pos:R:3:lowdin_charge:R:1
C 0.51957 2.05483 2.33580 -0.113
O 0.15324 3.23565 1.66249 -0.186
C 0.94176 3.52179 0.51874 -0.213
C 0.41585 2.84139 -0.75639 -0.172
C 1.38445 1.81011 -1.34296 -0.207
C 1.02747 1.21077 -2.71221 -0.197
C 0.18025 -0.06226 -2.68064 -0.194
C -1.27772 0.10749 -2.21154 -0.189
C -1.73130 -0.90655 -1.16382 -0.171
C -1.36963 -0.44392 0.26682 -0.114
C -1.08844 -1.57110 1.19908 -0.063
C 0.04683 -2.21838 1.48055 -0.042
C 1.39649 -1.94100 0.92604 -0.056
C 2.14845 -3.15071 0.39143 -0.223
O 1.95908 -4.27099 0.75022 0.104
C -0.24905 -3.24590 2.52532 -0.309
O 0.41864 -3.94520 3.18191 0.256
O -1.68023 -3.22785 2.70689 0.173
C -2.15989 -2.22900 1.98773 -0.393
O -3.34115 -1.93198 2.02191 0.008
H 1.27590 2.25324 3.10438 0.096
H -0.36926 1.64371 2.81969 0.088
H 0.92345 1.30082 1.64537 0.063
H 1.98112 3.21982 0.71114 0.123
H 0.93507 4.60644 0.41135 0.125
H -0.53739 2.38170 -0.48079 0.093
H 0.18921 3.59178 -1.51949 0.119
H 1.51857 0.99395 -0.61482 0.087
H 2.36643 2.28706 -1.42136 0.116
H 0.52403 1.96345 -3.33114 0.120
H 1.96156 0.97549 -3.22874 0.111
H 0.69694 -0.80606 -2.05685 0.095
H 0.16245 -0.49354 -3.68513 0.113
H -1.41751 1.10865 -1.79640 0.098
H -1.94756 0.05510 -3.07306 0.115
H -2.81648 -1.03418 -1.23048 0.109
H -1.28763 -1.88871 -1.36293 0.120
H -2.19989 0.13508 0.67954 0.134
H -0.50563 0.22448 0.23392 0.088
H 2.02350 -1.48238 1.70380 0.156
H 1.31640 -1.21563 0.11164 0.094
H 2.90819 -2.90234 -0.37380 0.134
Ag -5.39614 -2.55513 1.66680 0.905
```


> Which of these has the lowest maximum force?

C15H22AgO5